Entry 1:
{
  "formula": "C8H8",
  "method": "wB97M-V/def2-TZVPD",
  "symbols": ["C", "C", "C", "C", "C", "C", "C", "C", "H", "H", "H", "H", "H", "H", "H", "H"],
  "xyz": [[-2.8138, -0.1640, -0.0638], [-1.5350, -0.0391, 0.1016], [-0.8463, 1.2410, 0.0391], [0.5879, 1.1767, -0.0506], [1.4645, -0.0343, -0.0745], [2.8113, 0.0531, 0.0298], [0.7173, -1.2972, -0.0193], [-0.5914, -1.2723, -0.0953], [-3.1790, 0.9940, 0.1612], [-3.5992, -0.8748, 0.0885], [-1.2495, 2.1902, 0.0368], [1.0487, 2.1237, -0.3168], [3.5495, -0.6881, 0.5814], [3.3537, 0.9998, -0.2651], [1.3092, -2.3080, 0.0090], [-1.0279, -2.1008, -0.1620]],
  "nbo_charge": [-0.3649, -0.0723, -0.2030, -0.1655, -0.1155, -0.3556, -0.1806, -0.1708, 0.1729, 0.2254, 0.2144, 0.2052, 0.2159, 0.1983, 0.2163, 0.1798],
  "e_above_lowest_kcal_mol": 85.0,
  "gap_ev": 7.76,
  "e_homo_ev": -7.88,
  "energy_ev": -8421.3331,
  "smiles": "C=c1ccc(=C)cc1",
  "fmax_ev_per_a": 7.835
}

---

Entry 2:
{
  "formula": "C8H8",
  "method": "wB97M-V/def2-TZVPD",
  "symbols": ["C", "C", "C", "C", "C", "C", "C", "C", "H", "H", "H", "H", "H", "H", "H", "H"],
  "xyz": [[-2.2671, 0.3653, 0.3119], [-1.2894, -0.1286, 1.0753], [-0.6391, -0.8999, 2.0383], [0.8467, -0.6214, 1.2019], [-1.7839, 0.3666, -1.1054], [-0.4913, -0.5118, -1.1799], [-0.0267, -0.4323, 0.2387], [2.2401, -0.8856, 1.3593], [-3.2173, 0.9511, 0.6732], [-2.4846, -0.1437, -1.8391], [-1.5559, 1.2968, -1.4408], [-0.6417, -1.6284, -1.3183], [0.3532, -0.0384, -1.8203], [2.6259, -0.9411, 2.5000], [2.7882, -0.1376, 0.8148], [2.5085, -1.8790, 0.7994]],
  "nbo_charge": [-0.2062, -0.1900, 0.0485, 0.0054, -0.4169, -0.4461, 0.0324, -0.6758, 0.2312, 0.2140, 0.2060, 0.2404, 0.2391, 0.2444, 0.2366, 0.2373],
  "e_above_lowest_kcal_mol": 151.7,
  "gap_ev": 8.11,
  "e_homo_ev": -7.79,
  "energy_ev": -8418.4404,
  "fmax_ev_per_a": 4.571
}

---

Entry 3:
{
  "formula": "C8H8",
  "method": "wB97M-V/def2-TZVPD",
  "symbols": ["C", "C", "C", "C", "C", "C", "C", "C", "H", "H", "H", "H", "H", "H", "H", "H"],
  "xyz": [[1.5401, -0.4908, -0.8763], [2.4987, 0.1335, -0.5441], [-1.7220, -0.7597, -0.3002], [-0.5663, -1.2923, 0.3508], [0.3889, -0.4363, 0.9381], [0.3161, 0.9267, 0.8027], [-0.7326, 1.4110, -0.0482], [-1.7498, 0.6300, -0.5321], [0.7089, -1.3277, -1.0630], [3.4394, 0.7661, -0.5204], [-2.4414, -1.4372, -0.5660], [-0.4576, -2.3481, 0.7524], [1.2455, -0.7305, 1.5194], [0.9148, 1.5738, 1.4411], [-0.8004, 2.4100, -0.2043], [-2.5823, 0.9714, -1.1498]],
  "nbo_charge": [-0.2483, -0.3182, -0.1975, -0.2977, -0.1827, -0.1805, -0.1985, -0.2331, 0.2921, 0.2550, 0.2098, 0.2321, 0.2260, 0.2213, 0.2015, 0.2188],
  "e_above_lowest_kcal_mol": 111.0,
  "gap_ev": 9.00,
  "e_homo_ev": -7.97,
  "energy_ev": -8420.2064,
  "smiles": "c1ccccc1.C#C",
  "fmax_ev_per_a": 4.784
}

---

Entry 4:
{
  "formula": "C8H8",
  "method": "wB97M-V/def2-TZVPD",
  "symbols": ["C", "C", "C", "C", "C", "C", "C", "C", "H", "H", "H", "H", "H", "H", "H", "H"],
  "xyz": [[-0.1006, 2.2745, 0.3614], [0.9098, 1.8447, 0.8558], [-0.9726, 0.2314, 0.5115], [-1.3781, -0.3219, -0.7171], [-0.6919, -1.3139, -1.3578], [0.5892, -1.6010, -0.8995], [0.9830, -1.1564, 0.2900], [0.2022, -0.3222, 1.0728], [-1.0288, 2.6274, -0.0592], [1.8744, 1.6094, 1.3300], [-1.4606, 1.0608, 0.9167], [-2.2762, -0.1021, -1.1328], [-0.8593, -1.6279, -2.3823], [1.3135, -2.2341, -1.4069], [2.0876, -1.0932, 0.7236], [0.8084, 0.1243, 1.8940]],
  "nbo_charge": [-0.2743, -0.2269, -0.1670, -0.2405, -0.2008, -0.2372, -0.2039, -0.2068, 0.2460, 0.2451, 0.2175, 0.2028, 0.2154, 0.2130, 0.2006, 0.2170],
  "e_above_lowest_kcal_mol": 115.6,
  "gap_ev": 8.67,
  "e_homo_ev": -7.91,
  "energy_ev": -8420.0059,
  "smiles": "c1ccccc1.C#C",
  "fmax_ev_per_a": 5.670
}

---

Entry 5:
{
  "formula": "C8H8",
  "method": "wB97M-V/def2-TZVPD",
  "symbols": ["C", "C", "C", "C", "C", "C", "C", "C", "H", "H", "H", "H", "H", "H", "H", "H"],
  "xyz": [[1.1075, 0.8811, -0.0062], [1.1812, 2.1621, -0.1953], [-2.1453, 0.4917, 0.1419], [-1.1577, 0.4479, 1.0406], [2.0212, -0.3936, -0.0952], [-1.2985, 0.1386, -1.0072], [0.7762, -1.2010, 0.3710], [-0.0940, -0.0245, 0.1505], [-3.1104, 0.8390, 0.0096], [-0.9460, 0.8728, 2.0172], [2.4370, -0.3429, -1.0333], [2.8794, -0.5254, 0.6741], [-1.7019, -0.7598, -1.5150], [-1.2741, 1.0468, -1.5858], [0.3370, -2.0380, -0.2598], [0.9884, -1.5948, 1.2928]],
  "nbo_charge": [-0.4223, 0.2351, -0.1587, -0.1882, -0.3502, -0.3976, -0.4026, -0.0308, 0.2036, 0.2093, 0.2261, 0.2188, 0.2028, 0.2212, 0.2115, 0.2220],
  "e_above_lowest_kcal_mol": 159.6,
  "gap_ev": 8.81,
  "e_homo_ev": -9.20,
  "energy_ev": -8418.1017,
  "fmax_ev_per_a": 4.964
}

---

Entry 6:
{
  "formula": "C8H8",
  "method": "wB97M-V/def2-TZVPD",
  "symbols": ["C", "C", "C", "C", "C", "C", "C", "C", "H", "H", "H", "H", "H", "H", "H", "H"],
  "xyz": [[-0.2184, -0.8581, 0.0684], [1.0394, -1.3922, -0.0372], [2.1860, -0.5814, -0.1040], [2.1379, 0.8108, 0.0130], [0.7865, 1.3942, -0.1170], [-0.4113, 0.5570, 0.0111], [-3.1676, -0.0827, -0.4279], [-2.4066, 0.0752, 0.5212], [-1.1152, -1.4277, 0.0615], [1.3180, -2.4504, 0.1516], [3.1627, -1.1626, -0.1668], [3.1092, 1.4795, -0.0421], [0.8909, 2.5246, 0.0318], [-1.3223, 1.2139, 0.3018], [-3.8744, 0.1525, -1.2647], [-1.8435, 0.1341, 1.3614]],
  "nbo_charge": [-0.2343, -0.2192, -0.2108, -0.2200, -0.2011, -0.2391, -0.2609, -0.2934, 0.2404, 0.2224, 0.2116, 0.2262, 0.2183, 0.2686, 0.2542, 0.2372],
  "e_above_lowest_kcal_mol": 130.3,
  "gap_ev": 9.82,
  "e_homo_ev": -8.90,
  "energy_ev": -8419.3702,
  "smiles": "c1ccccc1.C#C",
  "fmax_ev_per_a": 7.549
}

---

Entry 7:
{
  "formula": "C8H8AsCsF6N6O6",
  "method": "wB97M-V/def2-TZVPD",
  "symbols": ["Cs", "N", "N", "C", "N", "N", "N", "O", "O", "H", "H", "H", "H", "H", "O", "C", "O", "C", "C", "C", "N", "C", "C", "C", "O", "O", "H", "H", "H", "F", "As", "F", "F", "F", "F", "F"],
  "xyz": [[0.8470, 2.0327, -1.1655], [1.1161, -0.3400, 1.9011], [2.3192, -0.0920, 2.5680], [3.2993, 0.7488, 2.1999], [4.2814, 0.9545, 3.0928], [3.1752, 1.2990, 0.9925], [4.1582, 2.1170, 0.5377], [5.2488, 2.2426, 1.1084], [3.9066, 2.6998, -0.5022], [1.3045, -0.7282, 0.9838], [0.5647, 0.5281, 1.8000], [2.3778, -0.5020, 3.4840], [4.2719, 0.4624, 3.9666], [5.0973, 1.4486, 2.7665], [-6.5211, -2.5526, 1.4525], [-6.0626, -3.1202, 0.5524], [-5.6311, -3.7176, -0.3422], [-3.7800, -1.0250, 0.0948], [-2.9197, -1.7150, -0.7177], [-1.6353, -1.1796, -0.7990], [-1.2462, -0.0940, -0.1328], [-2.1318, 0.5406, 0.6358], [-3.4566, 0.1062, 0.7809], [-1.6973, 1.8095, 1.4190], [-2.6156, 2.4826, 1.8884], [-0.4496, 2.0068, 1.4839], [-3.1861, -2.6015, -1.2763], [-0.8975, -1.6431, -1.4438], [-4.1210, 0.6846, 1.4072], [1.0736, -0.9097, -2.5034], [0.6258, -0.4211, -4.1301], [1.8310, 0.8416, -4.0297], [1.7939, -1.5089, -4.7904], [0.1698, 0.1030, -5.7102], [-0.5884, -1.6563, -4.1484], [-0.5221, 0.6985, -3.4245]],
  "nbo_charge": [0.9657, -0.6671, -0.4064, 0.6087, -0.8013, -0.4794, 0.6259, -0.4833, -0.4140, 0.3629, 0.4224, 0.3713, 0.3901, 0.4434, -0.5146, 1.0333, -0.5192, 0.1543, -0.3810, 0.0541, -0.4752, 0.1076, -0.3463, 0.7381, -0.7025, -0.8223, 0.2357, 0.2237, 0.2612, -0.6512, 2.8364, -0.6440, -0.6230, -0.6231, -0.6279, -0.6531],
  "e_above_lowest_kcal_mol": 0.9,
  "gap_ev": [7.96, 7.87],
  "total_charge": -1,
  "spin_multiplicity": 2,
  "e_homo_ev": [-5.95, -6.23],
  "energy_ev": -107346.6984,
  "fmax_ev_per_a": 0.180
}

---

Entry 8:
{
  "formula": "C8H8AuN2O3S2Se",
  "method": "wB97M-V/def2-TZVPD",
  "symbols": ["Au", "O", "S", "O", "O", "S", "C", "N", "C", "Se", "N", "C", "C", "C", "C", "C", "C", "H", "H", "H", "H", "H", "H", "H", "H"],
  "xyz": [[-0.0819, -0.0002, -0.0661], [2.5065, -0.1023, 2.9244], [1.5961, -1.1704, 2.5518], [1.8994, -1.7889, 1.2635], [1.3069, -2.1133, 3.6167], [-0.2960, -0.1798, 2.2084], [-1.0727, 3.2385, 1.0137], [-2.2166, 2.3570, 0.8885], [-2.5342, 1.6161, -0.1907], [-1.7323, 1.5734, -1.8586], [-3.5963, 0.8534, 0.1500], [-3.9315, 1.0496, 1.4795], [-4.8898, 0.4816, 2.3005], [-4.9219, 0.9143, 3.6165], [-4.0250, 1.8751, 4.0908], [-3.0667, 2.4401, 3.2656], [-3.0434, 2.0116, 1.9496], [-0.5767, 3.2872, 0.0489], [-0.3878, 2.8179, 1.7509], [-1.4096, 4.2330, 1.3096], [-3.9580, 0.1570, -0.4773], [-5.5670, -0.2803, 1.9389], [-5.6450, 0.4844, 4.2967], [-4.0659, 2.1677, 5.1313], [-2.3461, 3.1542, 3.6384]],
  "nbo_charge": [0.4779, -1.0134, 2.3016, -1.0312, -1.0115, -0.7972, -0.4288, -0.3860, 0.3011, -0.3081, -0.5471, 0.1113, -0.2259, -0.2092, -0.2130, -0.2198, 0.1891, 0.2496, 0.2569, 0.1958, 0.4359, 0.2183, 0.2122, 0.2141, 0.2275],
  "e_above_lowest_kcal_mol": 36.1,
  "gap_ev": 6.72,
  "total_charge": -1,
  "e_homo_ev": -4.29,
  "energy_ev": -108260.3467,
  "fmax_ev_per_a": 0.813
}

---

Entry 9:
{
  "formula": "C8H8BNO6",
  "method": "wB97M-V/def2-TZVPD",
  "symbols": ["O", "O", "O", "O", "O", "O", "B", "C", "C", "C", "C", "C", "C", "C", "N", "C", "H", "H", "H", "H", "H", "H", "H", "H"],
  "xyz": [[1.3553, -0.0970, -2.5963], [-0.7276, -2.7990, 2.7335], [-1.9346, -1.1995, 3.6169], [-1.9397, 3.6881, -0.2350], [-0.6509, 3.5917, 1.7197], [1.6327, -2.1173, -1.6078], [-1.1662, 2.9717, 0.6354], [1.1590, -0.8890, -1.6555], [0.0218, 0.9880, -0.4452], [-1.2448, 0.6092, 1.5212], [-0.2021, -1.2517, 0.4469], [-0.8007, 1.4303, 0.5426], [0.2822, -0.3993, -0.5381], [-0.8075, -0.7132, 1.5565], [-1.1878, -1.6380, 2.7076], [2.3125, -2.5289, -2.8079], [-2.0079, 4.6248, -0.1127], [-0.1778, 3.1382, 2.3713], [0.2904, 1.5374, -1.3402], [-1.8580, 1.0733, 2.2999], [0.0380, -2.2899, 0.3751], [1.8449, -2.0056, -3.6663], [3.2977, -2.1076, -2.7241], [2.4709, -3.6166, -2.7974]],
  "nbo_charge": [-0.6145, -0.3633, -0.3708, -0.8792, -0.8863, -0.4842, 1.1159, 0.7703, -0.1071, -0.1545, -0.1585, -0.3739, -0.1439, 0.0345, 0.5098, -0.2772, 0.5030, 0.5001, 0.2533, 0.2452, 0.2571, 0.2253, 0.1907, 0.2080],
  "gap_ev": 9.42,
  "e_homo_ev": -10.29,
  "energy_ev": -22876.8044,
  "smiles": "COC(=O)c1cc(B(O)O)cc([N+](=O)[O-])c1",
  "fmax_ev_per_a": 3.547
}

---

Entry 10:
{
  "formula": "C8H8Br2O",
  "method": "wB97M-V/def2-TZVPD",
  "symbols": ["C", "C", "C", "C", "C", "C", "C", "C", "O", "Br", "Br", "H", "H", "H", "H", "H", "H", "H", "H"],
  "xyz": [[-1.3888, 2.8278, -0.2698], [-2.1958, 1.7211, 0.0011], [-0.0131, 2.7519, -0.0828], [-1.6514, 0.5633, 0.4871], [0.5625, 1.6014, 0.3934], [-0.2434, 0.4694, 0.7518], [1.9013, -3.2530, -0.0498], [0.9022, -2.3170, -0.5929], [0.2586, -0.5462, 1.2930], [-0.8731, -2.8316, -0.7544], [1.4140, -0.8817, -1.6465], [-1.8381, 3.7458, -0.6173], [-3.2625, 1.7882, -0.1629], [0.6038, 3.6116, -0.3056], [-2.2673, -0.2916, 0.7247], [1.6252, 1.5342, 0.5733], [2.8260, -2.7241, 0.1731], [1.5193, -3.7205, 0.8571], [2.1205, -4.0490, -0.7727]],
  "nbo_charge": [-0.2165, -0.2199, -0.2263, -0.2589, -0.2635, 0.3339, -0.7268, -0.1052, -0.6227, 0.2236, 0.2649, 0.2083, 0.2093, 0.2095, 0.2127, 0.2150, 0.2541, 0.2586, 0.2500],
  "e_above_lowest_kcal_mol": 31.5,
  "gap_ev": [5.03, 5.03],
  "e_homo_ev": [-7.05, -7.05],
  "energy_ev": -150554.7912,
  "fmax_ev_per_a": 2.178
}

---

Entry 11:
{
  "formula": "C8H8BrNO5",
  "method": "wB97M-V/def2-TZVPD",
  "symbols": ["C", "C", "C", "C", "C", "C", "C", "C", "N", "O", "O", "O", "O", "O", "Br", "H", "H", "H", "H", "H", "H", "H", "H"],
  "xyz": [[1.0634, 0.8052, -0.9388], [1.4614, -0.1846, -0.1296], [-0.3913, 0.9589, -1.2978], [-1.3932, 0.4280, -0.2693], [0.6955, -1.3884, 0.2269], [-1.0438, 0.8136, 1.1561], [1.9404, 1.9059, -1.4609], [-1.7688, 0.1669, 2.3168], [0.0614, -2.1190, -0.6709], [-0.8258, 1.5447, -2.2602], [-2.3855, -0.2014, -0.5284], [-0.4798, -3.2631, -0.0632], [-0.2354, -1.8732, -1.8570], [-0.3090, 1.6991, 1.4844], [3.3061, -0.1095, 0.5273], [0.9136, -1.7541, 1.1460], [1.8590, 2.5798, -0.6417], [1.6134, 2.1984, -2.3379], [3.0051, 1.4256, -1.6876], [-1.4656, -0.8845, 2.5848], [-2.7773, -0.0946, 2.0899], [-1.6169, 0.6717, 3.2897], [-1.2268, -3.3257, -0.6787]],
  "nbo_charge": [-0.0856, -0.0416, 0.4751, 0.4042, -0.1405, 0.4820, -0.6229, -0.7367, 0.3889, -0.4571, -0.4434, -0.5109, -0.4331, -0.4951, 0.0546, 0.2329, 0.2451, 0.2289, 0.2266, 0.2411, 0.2472, 0.2478, 0.4921],
  "e_above_lowest_kcal_mol": 19.9,
  "gap_ev": 8.02,
  "e_homo_ev": -9.46,
  "energy_ev": -90189.8450,
  "smiles": "CC(=O)C(=O)C(=O)/C(C)=C(Br)\\C=[N+](/[O-])O",
  "fmax_ev_per_a": 6.323
}